Entry 1:
Here is a cluster of 2 separate species, C5H13NO2P in total at a distorted geometry from the OMol25 dataset. Energies are from ωB97M-V/def2-TZVPD.

The calculation puts the electronic energy at -20269.4044 eV. For the HOMO-LUMO gap (spin up / spin down), the calculation gives 7.539 / 5.661 eV. The HOMO energy (spin up / spin down) is -4.157 / -2.415 eV. The total charge is -1. Its maximum force is 4.1 eV Å⁻¹. As for the LUMO energy (spin up / spin down): 3.382 / 3.246 eV. For the energy above the lowest of the compared OMol25 structures with the same formula, charge and spin, the calculation gives 4.463 eV.

```
22
C5H13NO2P (ωB97M-V/def2-TZVPD)
C 0.7902 1.2161 0.7313
C 1.2539 -1.2217 -0.3478
C 1.2314 0.9154 -1.6366
C -2.6736 -0.5540 1.1277
C 0.8069 0.2490 -0.4305
N -3.0028 0.5507 0.1802
O -3.0100 -1.3461 -1.7394
O -3.0813 1.2413 -2.2934
P -2.5504 0.0657 -1.5173
H 1.7928 1.5816 0.8932
H 0.1696 2.0704 0.4571
H 0.4775 0.6677 1.6179
H 2.2835 -1.4403 -0.1369
H 1.0040 -1.7978 -1.3066
H 0.6997 -1.7732 0.4530
H 0.7066 1.7837 -2.1104
H 2.3167 1.3625 -1.4674
H 1.4066 0.1130 -2.4310
H -3.6016 -0.7015 1.7107
H -2.3065 -1.3854 0.5566
H -1.7657 -0.3737 1.6088
H -2.7333 1.5381 0.4381
```

***

Entry 2:
Here is a structure of composition AlB2H22O7 at a distorted geometry from the OMol25 dataset. Energies are from ωB97M-V/def2-TZVPD.

The calculation puts the electronic energy at -22607.1640 eV. For the HOMO-LUMO gap (spin up / spin down), the calculation gives 6.156 / 3.785 eV. The HOMO energy (spin up / spin down) is -18.501 / -16.978 eV. The total charge is +2. As for the multiplicity: 2. Its maximum force is 6.2 eV Å⁻¹. As for the LUMO energy (spin up / spin down): -12.345 / -13.193 eV.

```
32
AlB2H22O7 (ωB97M-V/def2-TZVPD)
Al 0.1532 -10.1680 20.9570
B 2.5969 -8.6815 19.8506
H 3.4723 -8.3970 19.2876
H 2.5851 -9.7442 20.0372
H 2.6368 -8.2031 20.8169
H 1.6360 -8.3508 19.4878
B 0.6725 -11.8817 18.4180
H 0.6398 -10.8182 18.2387
H 1.0462 -12.3982 17.5475
H 1.2313 -12.1457 19.3025
H -0.3183 -12.2407 18.6494
O 2.9514 -5.6442 20.5691
H 2.8602 -6.5894 20.6899
H 2.1702 -5.2733 20.9794
O 5.4630 -8.8622 20.4257
H 5.8843 -9.1295 19.6088
H 4.5324 -9.0353 20.2835
O -0.7361 -8.4563 18.5714
H -0.7852 -7.5512 18.2637
H -0.8708 -8.9848 17.7847
O 2.9044 -7.8406 17.0722
H 2.7746 -8.1290 17.9756
H 3.8532 -7.7515 16.9827
O 1.5101 -8.9803 23.2095
H 1.5743 -9.3288 24.0987
H 2.0838 -8.2141 23.2101
O 2.6435 -11.6280 21.7246
H 3.1504 -12.0449 22.4213
H 3.2008 -11.6952 20.9492
O -0.1748 -7.1806 21.5497
H -0.5034 -6.8088 22.3682
H -0.1237 -6.4355 20.9511
```

***

Entry 3:
Here is a structure of composition C24H24BCoF2N6S3 from the OMol25 dataset. Energies are from ωB97M-V/def2-TZVPD.

The calculation puts the electronic energy at -110460.1132 eV. For the HOMO-LUMO gap (spin up / spin down), the calculation gives 5.845 / 6.043 eV. The HOMO energy (spin up / spin down) is -9.405 / -9.701 eV. The total charge is +1. As for the multiplicity: 2. Its maximum force is 0.9 eV Å⁻¹. As for the LUMO energy (spin up / spin down): -3.560 / -3.658 eV. For the energy above the lowest of the compared OMol25 structures with the same formula, charge and spin, the calculation gives 0.000 eV.

```
61
C24H24BCoF2N6S3 (ωB97M-V/def2-TZVPD)
Co -0.2291 1.5286 -0.6386
C -4.8513 -1.0515 -0.3804
C -4.1287 -0.3759 -1.3015
N -2.7653 -0.6183 -1.4719
C -2.1718 -1.4852 -0.5337
C -3.0061 -2.1566 0.3490
N -4.3156 -1.9898 0.4454
C -0.7216 -1.6219 -0.4457
C -0.1783 -2.8809 -0.1700
C 1.1935 -3.0769 -0.1140
C 1.9846 -1.9811 -0.4639
C 1.3971 -0.7559 -0.7074
N 0.0711 -0.5465 -0.6117
C 2.1754 0.4026 -1.1570
C 3.5618 0.5146 -1.0972
N 4.2089 1.5461 -1.6156
C 3.4783 2.4747 -2.2255
C 2.0958 2.4205 -2.2367
N 1.4383 1.4041 -1.6730
C 1.7853 -4.3809 0.2642
C 1.0071 -5.3975 0.8165
C 1.6040 -6.5974 1.1702
N 2.9021 -6.8342 1.0319
C 3.6534 -5.8675 0.5205
C 3.1481 -4.6389 0.1248
H -5.9113 -0.8697 -0.2671
H -4.5700 0.3422 -1.9747
H -2.5689 -2.8492 1.0599
H -0.8559 -3.7123 -0.0602
H 3.0546 -2.0705 -0.5636
H 4.1761 -0.2277 -0.6029
H 4.0177 3.2846 -2.6998
H 1.4996 3.1839 -2.7196
H -0.0530 -5.2726 0.9834
H 1.0133 -7.4060 1.5845
H 4.7097 -6.0889 0.4222
H 3.8269 -3.9118 -0.2965
C 0.9897 3.9179 1.4381
C 0.7802 4.5636 0.0740
S -0.5165 3.8928 -1.0210
C -2.0547 4.3428 -0.1664
C -2.3866 3.4982 1.0492
S -2.2295 1.7151 0.6874
C -1.5687 1.0915 2.2608
C -0.2670 1.7167 2.7494
S 0.9763 2.0793 1.4593
H 1.9751 4.2070 1.8016
H 0.2522 4.2612 2.1594
H 0.5666 5.6248 0.2106
H 1.6828 4.4773 -0.5303
H -1.9878 5.3964 0.1049
H -2.8192 4.2303 -0.9355
H -1.7309 3.7288 1.8838
H -3.4187 3.6752 1.3506
H -2.3415 1.2271 3.0189
H -1.4510 0.0236 2.0768
H -0.4468 2.6435 3.2906
H 0.2151 1.0245 3.4384
F -2.7228 0.9160 -3.2998
B -2.1167 -0.0681 -2.6385
F -1.0552 -0.6218 -3.2067
```

***

Entry 4:
Here is a cluster of 2 separate species, C10H12Cl2NO2 in total at a distorted geometry from the OMol25 dataset. Energies are from ωB97M-V/def2-TZVPD.

The calculation puts the electronic energy at -41184.3403 eV. For the HOMO-LUMO gap, the calculation gives 6.909 eV. The HOMO energy is -12.092 eV. The total charge is +1. Its maximum force is 3.9 eV Å⁻¹. As for the LUMO energy: -5.184 eV.

```
27
C10H12Cl2NO2 (ωB97M-V/def2-TZVPD)
C 4.6702 -1.2854 -0.2115
C 3.9808 -0.2487 -0.8765
C 2.5389 -0.1529 -0.5377
C 1.7048 -1.2357 -0.8596
C 0.3743 -1.1387 -0.4917
C -0.5263 -2.3328 -0.8124
O -1.0465 -2.4654 -1.8821
O -0.6712 -3.2298 0.2209
C -0.0990 0.0132 0.1753
C 0.7606 1.0220 0.4384
N 2.0635 0.9233 0.0786
H 4.6137 -2.3232 -0.5738
H 5.2291 -1.0598 0.7050
H 4.4654 0.4326 -1.5883
H 2.1145 -2.1060 -1.3684
H -0.1744 -4.0267 -0.0198
H -1.1372 0.0841 0.4923
H 0.4288 1.9152 0.9651
H 2.7217 1.6679 0.2891
Cl -2.4460 2.2307 2.1253
C -3.6654 2.6139 0.8764
C -4.5372 1.4271 0.5501
Cl -3.6217 0.1448 -0.2833
H -3.1404 2.9767 -0.0043
H -4.2772 3.4247 1.2684
H -5.3403 1.7331 -0.1186
H -4.9834 0.9959 1.4432
```